Entry 1:
{"formula": "C6H4ClIO3", "method": "the ωB97M-V functional and the def2-TZVPD basis", "charge": 0, "molar_mass_g_mol": 286.5, "e_lumo_ev": 0.3, "homo_energy_ev": -8.055, "smiles": "Oc1oc(O)c2c1[C@@H](Cl)[C@@H]2I", "species": ["C", "C", "C", "C", "C", "C", "O", "O", "O", "Cl", "I", "H", "H", "H", "H"], "coordinates": [[0.4457, -0.1962, 0.5339], [-0.3862, -0.4457, -0.5975], [0.5651, 1.1449, 0.5746], [-0.9143, 0.6832, -1.0822], [0.8619, -1.6083, 0.8002], [-0.1055, -2.1531, -0.2758], [-0.3400, 1.7058, -0.3504], [1.3177, 1.8992, 1.4179], [-1.8640, 0.8520, -1.9734], [0.5410, -2.1644, 2.4450], [0.6119, -3.2518, -1.9830], [2.0353, -1.8847, 0.6971], [-0.8749, -2.7423, 0.1288], [0.9845, 2.7696, 1.1480], [-1.8683, 1.7936, -2.0360]], "mulliken_charge": [0.216, 0.336, -0.216, -0.214, 0.502, -0.668, -0.313, -0.471, -0.459, -0.214, 0.055, 0.281, 0.471, 0.351, 0.342]}

=====

Entry 2:
{"formula": "C36H33BiN7", "method": "the ωB97M-V functional and the def2-TZVPD basis", "charge": 1, "molar_mass_g_mol": 772.7, "e_lumo_ev": -3.2, "homo_energy_ev": -10.597, "species": ["Bi", "N", "C", "N", "C", "N", "N", "C", "C", "C", "C", "C", "C", "N", "C", "C", "C", "C", "C", "C", "H", "H", "H", "H", "H", "H", "H", "H", "H", "H", "H", "C", "N", "C", "C", "C", "C", "C", "C", "C", "C", "H", "H", "H", "H", "H", "H", "H", "H", "H", "H", "H", "H", "N", "C", "C", "C", "C", "C", "C", "C", "C", "C", "C", "C", "C", "C", "H", "H", "H", "H", "H", "H", "H", "H", "H", "H"], "coordinates": [[0.8812, -0.3392, -0.8371], [2.7461, -0.3899, 4.0559], [1.9201, -0.5909, 3.0176], [1.6000, 0.2999, 2.1392], [2.1240, 1.5730, 2.2541], [1.7929, 2.5360, 1.4436], [0.8904, 2.1280, 0.4953], [0.3661, 3.0394, -0.2146], [-0.6459, 2.6455, -1.2047], [-1.4694, 3.6074, -1.7670], [-2.5043, 3.2151, -2.6021], [-2.6930, 1.8672, -2.8403], [-1.8102, 0.9623, -2.2722], [-0.7948, 1.3376, -1.4965], [3.0719, 1.8589, 3.3309], [3.6840, 3.1067, 3.4913], [4.5604, 3.3198, 4.5310], [4.8409, 2.2905, 5.4341], [4.2492, 1.0543, 5.2964], [3.3650, 0.8434, 4.2405], [2.9311, -1.1435, 4.6981], [1.4958, -1.5865, 2.9219], [0.5927, 4.0951, -0.0720], [-1.3057, 4.6494, -1.5272], [-3.1599, 3.9531, -3.0447], [-3.5006, 1.5052, -3.4600], [-1.9051, -0.0993, -2.4588], [3.4486, 3.8888, 2.7840], [5.0325, 4.2847, 4.6530], [5.5294, 2.4632, 6.2502], [4.4642, 0.2539, 5.9935], [3.1167, -0.0854, -3.3668], [1.9064, 0.7189, -3.2236], [2.2237, 2.1390, -3.3199], [0.9046, 0.3346, -4.2139], [0.2969, -1.0226, -3.9369], [-0.1257, -1.7892, -5.0168], [-0.7607, -3.0075, -4.8204], [-0.9679, -3.4730, -3.5323], [-0.5368, -2.7167, -2.4490], [0.0954, -1.4864, -2.6283], [3.6001, 0.0825, -4.3379], [2.8727, -1.1456, -3.2873], [3.8257, 0.1725, -2.5789], [2.6484, 2.3978, -4.2994], [2.9469, 2.4080, -2.5494], [1.3206, 2.7318, -3.1727], [1.3291, 0.3541, -5.2283], [0.1159, 1.0935, -4.1935], [0.0436, -1.4282, -6.0252], [-1.0839, -3.5915, -5.6721], [-1.4559, -4.4250, -3.3669], [-0.6982, -3.0966, -1.4475], [-0.1742, -1.6778, 0.4527], [-1.3076, -1.6935, 1.0133], [-1.7075, -2.8600, 1.8612], [-2.7586, -2.7650, 2.7699], [-3.0964, -3.8502, 3.5672], [-2.3950, -5.0401, 3.4543], [-1.3478, -5.1441, 2.5453], [-1.0037, -4.0603, 1.7574], [-2.3010, -0.5826, 0.8681], [-3.5105, -0.7977, 0.2134], [-4.3921, 0.2555, 0.0207], [-4.0824, 1.5211, 0.5047], [-2.8882, 1.7306, 1.1801], [-1.9962, 0.6817, 1.3578], [-3.3126, -1.8397, 2.8623], [-3.9112, -3.7648, 4.2740], [-2.6648, -5.8886, 4.0693], [-0.8049, -6.0755, 2.4498], [-0.1899, -4.1269, 1.0468], [-3.7578, -1.7897, -0.1470], [-5.3276, 0.0868, -0.4972], [-4.7790, 2.3382, 0.3669], [-2.6526, 2.7117, 1.5744], [-1.0533, 0.8370, 1.8681]], "mulliken_charge": [1.362, 0.087, -0.456, 0.005, -0.100, -1.525, 1.425, -1.362, 0.893, -0.840, -0.823, -1.107, -0.529, 1.589, 0.718, -0.247, -0.792, -0.401, -0.886, 0.001, 0.277, 0.428, 0.357, 0.537, 0.459, 0.564, 0.493, 0.475, 0.425, 0.409, 0.389, -1.146, 0.515, -1.151, -1.403, 1.367, -0.911, -0.659, -0.799, -0.277, -0.555, 0.355, 0.408, 0.314, 0.356, 0.324, 0.258, 0.534, 0.370, 0.444, 0.396, 0.470, 0.503, -1.085, -0.024, 0.848, -0.310, -0.897, -0.401, -0.871, -0.072, 0.177, -0.272, -0.821, -0.650, -0.588, 0.097, 0.439, 0.416, 0.409, 0.415, 0.433, 0.539, 0.441, 0.441, 0.414, 0.385]}

=====

Entry 3:
{"formula": "C5H9NO", "method": "the ωB97M-V functional and the def2-TZVPD basis", "charge": 0, "molar_mass_g_mol": 99.1, "e_lumo_ev": 0.6, "homo_energy_ev": -8.210, "species": ["C", "C", "C", "C", "O", "C", "N", "H", "H", "H", "H", "H", "H", "H", "H", "H"], "coordinates": [[0.5637, 0.4893, 2.1271], [0.4229, 0.4915, 0.6096], [0.2395, -0.9026, -0.0252], [-0.4905, -0.5912, -1.3209], [0.4551, -0.3914, -2.3433], [-0.7269, 1.3510, 0.0921], [-1.1760, 0.6611, -0.9418], [1.4204, -0.1202, 2.4379], [-0.3334, 0.0807, 2.6069], [0.7087, 1.5075, 2.5001], [1.3180, 0.9681, 0.1785], [1.1686, -1.4435, -0.2188], [-0.4014, -1.5199, 0.6164], [-1.9267, 1.0203, -1.5206], [-1.2335, -1.3439, -1.6190], [-0.0085, -0.2568, -3.1789]], "mulliken_charge": [-1.491, 0.701, -0.922, 0.052, -0.543, -0.692, 0.010, 0.343, 0.356, 0.380, 0.228, 0.350, 0.325, 0.205, 0.394, 0.303]}

=====

Entry 4:
{"formula": "C4H3NO2", "method": "the ωB97M-V functional and the def2-TZVPD basis", "charge": 0, "molar_mass_g_mol": 97.1, "e_lumo_ev": -1.3, "homo_energy_ev": -9.089, "species": ["N", "C", "C", "C", "C", "O", "O", "H", "H", "H"], "coordinates": [[0.3765, 0.1700, 2.3019], [0.1142, 0.2086, 1.1232], [0.0514, 1.0000, 0.0053], [0.1167, 0.3717, -1.2161], [-0.5318, -0.9320, -1.1551], [0.5377, -1.5399, -1.7586], [-0.8506, -1.5988, -0.1349], [0.0595, -0.6172, 2.8480], [-0.1124, 2.0591, 0.1479], [0.1843, 0.8976, -2.1558]], "mulliken_charge": [-0.408, 0.468, -0.416, -0.434, 0.736, -0.506, -0.599, 0.330, 0.409, 0.419]}

=====

Entry 5:
{"formula": "C16H22N5O4", "method": "the ωB97M-V functional and the def2-TZVPD basis", "charge": -1, "molar_mass_g_mol": 348.4, "e_lumo_ev": 1.6, "homo_energy_ev": -2.905, "species": ["C", "C", "C", "N", "O", "O", "H", "H", "H", "H", "H", "H", "C", "C", "C", "C", "O", "N", "C", "C", "N", "N", "C", "N", "C", "C", "C", "C", "C", "C", "O", "H", "H", "H", "H", "H", "H", "H", "H", "H", "H", "H", "H", "H", "H", "H", "H"], "coordinates": [[-1.2089, 0.8520, 2.6968], [-0.3200, -0.2771, 2.9295], [1.1333, -0.2118, 3.0237], [-0.8869, -1.5030, 2.7590], [-0.1724, -2.5381, 2.7354], [-2.1477, -1.5362, 2.6442], [-0.6525, 1.7929, 2.7739], [-1.6714, 0.8017, 1.6963], [-2.0230, 0.8723, 3.4332], [1.4611, 0.8350, 3.0101], [1.4915, -0.6552, 3.9639], [1.6184, -0.7443, 2.1887], [-1.7640, 1.7499, 6.8124], [-0.8641, 0.6194, 6.4272], [-1.3069, -0.4887, 5.7105], [-0.5112, -1.7088, 5.7551], [0.7378, -1.7193, 5.8105], [-1.1770, -2.9209, 5.6627], [-0.4134, -4.1238, 5.4816], [-2.6015, -3.1296, 5.7833], [0.4534, 0.6397, 6.7136], [0.8999, 1.3436, 7.6813], [2.2696, 1.6782, 7.4588], [2.7187, 2.2200, 8.6464], [4.0078, 2.6546, 8.9168], [4.3607, 2.9810, 10.2475], [5.6676, 3.3653, 10.5515], [6.6338, 3.4501, 9.5361], [6.2814, 3.1605, 8.2105], [4.9766, 2.7605, 7.8990], [2.8906, 1.5435, 6.4112], [-2.7885, 1.3897, 6.9609], [-1.4075, 2.1986, 7.7472], [-1.7888, 2.5325, 6.0416], [-2.3537, -0.5314, 5.4175], [0.6479, -3.8949, 5.5982], [-0.7272, -4.8634, 6.2277], [-0.5942, -4.5454, 4.4850], [-3.0907, -2.2550, 6.2223], [-3.0499, -3.3532, 4.8029], [-2.7601, -3.9989, 6.4380], [2.0096, 2.1925, 9.3743], [3.5977, 2.9109, 11.0257], [5.9303, 3.5977, 11.5845], [7.6585, 3.7417, 9.7776], [7.0161, 3.2393, 7.4071], [4.6962, 2.5085, 6.8776]], "mulliken_charge": [-1.277, 0.662, -1.272, 1.140, -0.812, -0.830, 0.335, 0.325, 0.180, 0.322, 0.179, 0.311, -1.373, 0.233, -0.444, 0.457, -0.781, 0.348, -1.103, -0.959, 0.615, -0.886, 0.425, -0.052, 0.459, -0.422, -0.464, -0.433, -0.555, -0.361, -0.638, 0.372, 0.429, 0.251, 0.646, 0.276, 0.359, 0.304, 0.343, 0.285, 0.329, 0.249, 0.301, 0.337, 0.340, 0.334, 0.514]}

=====

Entry 6:
{"formula": "C3H5NO2", "method": "the ωB97M-V functional and the def2-TZVPD basis", "charge": 0, "molar_mass_g_mol": 87.1, "e_lumo_ev": [-0.3, -0.3], "homo_energy_ev": [-9.696, -9.695], "species": ["C", "N", "C", "O", "C", "O", "H", "H", "H", "H", "H"], "coordinates": [[1.3794, -0.9177, 0.0618], [-0.5099, -1.7589, -0.2983], [-1.1372, -0.7117, -0.4133], [-0.2209, 0.5618, -0.2796], [-0.6387, 1.7096, 0.2504], [-1.7894, 2.0385, 0.3539], [1.6825, -1.4945, -0.7886], [1.2966, -1.4277, 0.9992], [1.8682, 0.0694, 0.1271], [-2.1515, -0.3803, -0.6057], [0.2211, 2.3115, 0.5931]], "mulliken_charge": [-0.527, -0.595, 0.154, -0.294, 0.192, -0.496, 0.315, 0.346, 0.203, 0.379, 0.323]}